# 1
Density functional theory data (ωB97M-V/def2-TZVPD) for a structure of composition C3H4O2Si at a distorted geometry.

Last column: Mulliken charge in e.
CARTESIAN COORDINATES (ANGSTROEM)
C  -3.02379  1.33319  0.53863  0.09
C  -2.64121  0.23979  0.17589  -0.24
C  -1.81032  -0.86924  -0.16829  0.35
O  -1.95323  -2.01997  -0.05015  -0.33
O  -0.22990  -0.27595  -0.78441  -0.37
Si  0.94097  -0.32563  0.34807  0.44
H  -3.65299  2.10171  0.79382  0.45
H  2.04148  0.08873  -0.50070  -0.13
H  0.72016  0.87379  1.29958  -0.12
H  0.91282  -1.60792  0.99532  -0.12

Cartesian forces, eV/Å:
0.554 -2.917 -1.046
0.793 1.440 0.081
3.059 0.816 -0.689
0.085 0.226 -0.304
-4.731 -1.353 0.785
-0.470 2.116 0.120
-0.763 1.610 0.597
0.886 -0.308 0.067
0.201 -0.996 -0.154
0.385 -0.636 0.542

For the energy, the calculation gives -15144.953 eV. The value obtained for the HOMO energy is -10.4 eV. The calculation puts the gap between HOMO and LUMO at 0.35835 Ha. The value obtained for the relative energy (zero: lowest compared OMol25 entry of this formula, charge and spin) is 119.34 kJ/mol. Its largest force on an atom is 5.0 eV/A. The LUMO energy comes out at -0.63 eV.

=====

# 2
Density functional theory data (ωB97M-V/def2-TZVPD) for a cluster of 7 separate species, C22H27Cl4N3O6 in total at a distorted geometry.

Last column: Mulliken charge in e.
CARTESIAN COORDINATES (ANGSTROEM)
C  21.70685  20.43624  -12.17883  -0.74
N  22.92150  21.11312  -11.53678  0.77
O  22.70791  21.69220  -10.45011  -0.49
O  24.02802  20.98035  -12.12134  -0.41
H  20.87323  20.96530  -11.71702  0.33
H  21.64286  19.40317  -11.83711  0.29
H  21.58375  20.57325  -13.25316  0.28
C  26.74886  19.33992  -10.29955  -0.55
N  27.01911  17.94445  -10.77961  0.83
O  27.74667  17.88807  -11.74327  -0.54
O  26.33895  17.06751  -10.28723  -0.45
H  26.07326  19.29693  -9.44525  0.26
H  26.35446  20.04116  -11.03494  0.09
H  27.73403  19.68449  -9.98521  0.30
C  24.36742  15.36513  -8.39049  -0.44
N  24.23012  16.45305  -7.44220  0.94
O  23.72655  16.18013  -6.38511  -0.56
O  24.77560  17.52072  -7.68169  -0.52
H  25.35188  15.42426  -8.85463  -0.08
H  23.59121  15.47892  -9.14723  0.30
H  24.30562  14.45150  -7.79924  0.35
Cl  31.19859  18.76444  -15.43180  -0.12
C  29.79004  19.87054  -15.35348  0.24
Cl  28.97961  19.81381  -16.91567  -0.09
Cl  28.68493  19.40825  -14.02452  0.06
Cl  30.44925  21.52974  -15.10035  -0.12
C  27.52859  13.37455  -9.30154  -0.36
C  27.55081  13.51623  -7.88857  -0.23
C  27.66335  12.45030  -7.03270  -0.71
C  27.70654  11.16842  -7.62211  -0.23
C  27.63242  10.96135  -8.98719  -0.63
C  27.55472  12.09411  -9.84679  -0.06
H  27.43151  14.32836  -9.79876  0.40
H  27.39785  14.47758  -7.42082  0.45
H  27.65631  12.52893  -5.95559  0.38
H  27.86526  10.31268  -6.98265  0.33
H  27.65003  9.96346  -9.39987  0.38
H  27.60821  11.87252  -10.90246  0.29
C  29.17347  14.06556  -15.66017  -0.17
C  28.60842  13.04439  -14.95936  -0.78
C  27.81387  13.32757  -13.87096  -0.03
C  27.59028  14.61293  -13.45920  -0.65
C  28.24737  15.62881  -14.14842  0.41
C  29.00493  15.42166  -15.29307  -0.39
H  29.90642  13.92960  -16.44164  0.35
H  28.79394  12.02273  -15.25633  0.36
H  27.24867  12.59874  -13.30904  0.36
H  27.00121  14.86606  -12.59010  0.38
H  28.05752  16.60821  -13.73475  0.03
H  29.64246  16.15125  -15.77020  0.21
C  26.74353  23.44231  -14.83778  -0.50
C  26.54958  23.56721  -16.21383  -0.47
C  26.03014  22.49818  -16.98927  -0.27
C  25.61516  21.37314  -16.36407  -0.81
C  25.77876  21.28085  -14.97523  0.02
C  26.27551  22.29076  -14.22195  -0.25
H  27.16927  24.25285  -14.26493  0.40
H  26.66557  24.52632  -16.69658  0.36
H  25.96024  22.70951  -18.04609  0.40
H  25.24624  20.57270  -16.98824  0.38
H  25.48996  20.34387  -14.52239  0.42
H  26.40599  22.09939  -13.16708  0.33

Cartesian forces, eV/Å:
-0.720 0.997 0.982
0.999 -0.095 0.081
0.929 -1.258 -2.626
-2.531 0.511 1.690
0.015 -0.117 0.039
0.462 0.071 -0.243
0.915 -0.156 0.111
0.599 0.272 1.399
-2.121 1.870 -0.739
0.452 -1.013 0.178
0.901 -0.553 -0.272
0.129 -0.185 -0.117
0.071 -0.682 -0.475
-0.124 0.235 0.057
0.355 -0.843 -0.776
1.595 0.954 0.748
-0.897 -0.009 0.721
-0.558 -0.111 -0.333
-0.248 0.203 -0.016
0.041 -0.227 0.097
-0.331 0.055 -0.373
-0.443 0.110 0.268
0.468 0.256 0.091
-0.200 0.016 0.196
0.724 0.252 -0.685
-0.475 -0.571 0.086
-0.223 -0.235 1.552
-0.350 0.213 -0.270
-0.167 -1.441 -1.079
0.301 -0.076 0.485
-0.006 1.618 -0.160
0.369 -0.630 0.641
0.111 -0.288 -0.815
0.233 0.397 -0.283
0.103 0.235 -0.001
-0.205 -0.151 0.132
0.067 -0.015 -0.023
-0.227 0.440 -0.203
1.088 1.997 -0.477
-0.119 -0.824 -0.120
-1.274 -0.429 0.813
0.967 0.610 -0.645
-0.661 1.292 0.100
0.054 -1.868 1.048
-0.181 -0.595 -0.297
-0.027 -0.108 0.009
0.318 -0.684 -0.174
-0.108 -0.109 0.019
0.369 0.295 -0.275
-0.430 0.366 -0.031
-0.613 0.311 -0.811
-0.390 -0.402 0.121
0.672 2.597 0.378
0.313 -0.684 0.247
-1.073 -1.565 -1.130
1.072 0.130 0.577
-0.016 0.074 0.034
0.550 0.031 -0.067
-0.233 -0.440 -0.168
-0.172 -0.338 0.345
-0.089 -0.002 0.276
-0.030 0.297 0.165

For the energy, the calculation gives -90086.754 eV. As for the structure (SMILES): C[N+](=O)[O-].C[N+](=O)[O-].C[N+](=O)[O-].ClC(Cl)(Cl)Cl.c1ccccc1.c1ccccc1.c1ccccc1. The value obtained for the HOMO energy is -9.2 eV. The calculation puts the gap between HOMO and LUMO at 0.31871 Ha. The value obtained for the relative energy (zero: lowest compared OMol25 entry of this formula, charge and spin) is 122.16 kJ/mol. Its largest force on an atom is 3.1 eV/A. The LUMO energy comes out at -0.49 eV.

=====

# 3
Density functional theory data (ωB97M-V/def2-TZVPD) for a cluster of 15 separate species, C4H38NO15 in total at a distorted geometry.

Last column: Mulliken charge in e.
CARTESIAN COORDINATES (ANGSTROEM)
C  0.88223  -1.06621  1.35453  -1.53
C  0.64890  0.30930  1.86964  0.10
C  1.12623  0.25104  3.30704  -1.16
C  2.63728  0.26388  3.36768  -0.08
O  3.39177  0.35342  2.39705  -0.56
N  -0.83606  0.76311  1.81995  0.20
H  0.50657  -1.42947  0.29794  0.29
H  0.43829  -1.75608  2.02830  0.40
H  1.92540  -1.25893  1.33520  0.44
H  1.21223  0.95099  1.23211  0.49
H  0.70035  -0.46323  3.88091  0.54
H  0.62043  1.00377  3.89354  0.65
H  2.94010  0.18340  4.45368  0.31
H  -1.36059  0.17678  2.44910  0.14
H  -1.25594  0.60748  0.91874  0.31
H  -0.85701  1.62446  2.26675  0.51
H  1.67443  1.06402  -3.41736  0.27
H  0.34218  0.65908  -2.87099  0.22
O  1.24350  0.49284  -2.78962  -0.48
H  -1.38793  3.08972  -1.59120  0.35
H  -0.40038  4.18638  -1.07762  0.35
O  -1.21459  3.76044  -0.97607  -0.71
H  -1.39417  3.20520  0.63738  0.34
H  -1.00565  3.78951  2.16310  0.36
O  -1.42084  3.01003  1.56711  -0.70
H  -0.40907  -3.98523  0.73036  0.32
H  -0.67522  -3.89459  -0.83886  0.38
O  -1.02815  -4.29142  -0.00405  -0.68
H  -2.23634  -2.89067  1.18277  0.30
H  -3.49449  -2.11132  1.01432  0.26
O  -2.86772  -2.31657  1.65554  -0.56
H  -0.44110  3.09772  -4.29422  0.27
H  -0.89326  1.67959  -4.36252  0.33
O  -0.55744  2.36409  -3.68358  -0.59
H  1.07335  -1.81351  -3.07903  0.20
H  1.86407  -2.77090  -2.16202  0.37
O  0.97025  -2.56740  -2.48243  -0.69
H  4.04489  1.19989  -0.51286  0.30
H  3.39389  0.41098  0.70900  0.46
O  3.18686  0.70089  -0.23584  -0.62
H  -2.45742  -2.54583  -1.58780  0.42
H  -2.75585  -0.90560  -1.55684  0.20
O  -2.71130  -1.69595  -1.08500  -0.57
H  -3.99394  2.44898  -1.08374  0.28
H  -2.91755  2.66144  -0.10538  0.31
O  -3.14979  2.06961  -0.85351  -0.56
H  -0.52316  -3.35478  -2.74372  0.40
H  -1.53249  -4.43831  -2.74909  0.33
O  -1.42750  -3.48389  -2.61090  -0.66
H  1.95186  4.88029  -1.39431  0.27
H  1.38090  3.48914  -1.04281  0.35
O  1.30887  4.45539  -0.90326  -0.65
H  3.51598  -1.27273  -1.79635  0.34
H  4.41540  -2.47543  -1.54371  0.32
O  3.72316  -2.19272  -2.18196  -0.71
H  -2.54134  -1.32195  3.26441  0.20
H  -1.65048  -1.82013  4.18102  0.28
O  -1.72258  -1.07998  3.63946  -0.64

Cartesian forces, eV/Å:
-1.574 -1.860 -2.954
-1.458 -0.981 -0.218
0.992 3.162 -2.326
0.204 0.345 0.110
-1.318 -0.326 2.714
2.716 -4.559 0.676
0.499 1.445 1.747
-0.430 -0.811 0.703
0.950 -0.104 0.013
0.264 1.116 -0.067
-0.874 -3.570 1.222
0.746 1.551 0.291
0.716 0.074 -1.051
-0.135 -1.156 0.461
-0.143 0.854 -0.620
-0.615 2.495 -0.489
0.081 0.347 -0.327
-2.252 0.687 -0.185
2.408 -1.304 0.634
-0.156 -1.319 -1.763
2.172 1.087 -0.683
-2.205 0.448 2.263
0.797 1.311 -1.471
-1.665 -2.298 -2.777
0.771 3.337 4.289
-1.011 -0.760 -1.615
-0.490 -0.214 0.970
1.518 1.055 1.132
-0.354 0.213 0.021
-1.682 0.590 -2.029
1.771 -0.875 1.742
0.136 0.551 0.210
0.553 1.290 1.743
-1.014 -1.619 -2.137
0.179 0.050 0.257
0.095 0.151 -0.298
0.098 -0.021 0.063
-2.310 -1.318 0.741
-0.355 0.664 -1.573
2.720 0.739 0.325
-0.218 2.337 0.244
-0.048 1.388 -1.799
0.199 -3.274 1.634
-0.639 -0.111 -0.506
-0.161 -0.617 -0.590
0.257 0.300 1.069
2.947 0.956 -0.413
-0.396 0.286 -0.051
-2.856 -1.676 0.008
2.121 1.208 -1.619
0.415 0.750 0.004
-2.013 -2.074 1.628
0.173 -1.658 -0.924
-0.528 -0.083 -0.754
0.294 1.906 1.885
-1.887 -0.232 -1.740
1.003 -1.940 1.983
0.990 2.068 0.198

For the energy, the calculation gives -36960.242 eV. Its total charge is +1. The value obtained for the HOMO energy is -13.1 eV. The calculation puts the gap between HOMO and LUMO at 0.39092 Ha. The value obtained for the relative energy (zero: lowest compared OMol25 entry of this formula, charge and spin) is 212.32 kJ/mol. Its largest force on an atom is 5.5 eV/A. The LUMO energy comes out at -2.50 eV.

=====

Question: Number 3 is which compound?
Answer: C4H38NO15